{
  "formula": "C47H94O31S8",
  "method": "ωB97M-V with the def2-TZVPD basis set",
  "fmax_ev_per_a": 3.4,
  "orbital_gap_ha": 0.380,
  "e_tot_ha": -7365.062103,
  "elements": ["S", "S", "S", "S", "S", "S", "S", "S", "O", "O", "O", "O", "O", "O", "O", "O", "O", "O", "O", "O", "O", "O", "O", "O", "O", "O", "O", "O", "O", "O", "O", "O", "O", "O", "O", "O", "O", "O", "O", "C", "C", "C", "C", "C", "C", "C", "C", "C", "C", "C", "C", "C", "C", "C", "C", "C", "C", "C", "C", "C", "C", "C", "C", "C", "C", "C", "C", "C", "C", "C", "C", "C", "C", "C", "C", "C", "C", "C", "C", "C", "C", "C", "C", "C", "C", "C", "H", "H", "H", "H", "H", "H", "H", "H", "H", "H", "H", "H", "H", "H", "H", "H", "H", "H", "H", "H", "H", "H", "H", "H", "H", "H", "H", "H", "H", "H", "H", "H", "H", "H", "H", "H", "H", "H", "H", "H", "H", "H", "H", "H", "H", "H", "H", "H", "H", "H", "H", "H", "H", "H", "H", "H", "H", "H", "H", "H", "H", "H", "H", "H", "H", "H", "H", "H", "H", "H", "H", "H", "H", "H", "H", "H", "H", "H", "H", "H", "H", "H", "H", "H", "H", "H", "H", "H", "H", "H", "H", "H", "H", "H"],
  "xyz": [[18.6247, 22.3314, 13.8385], [15.7439, 11.2448, 19.0506], [19.7906, 19.0038, 17.2488], [14.4912, 20.2058, 17.7931], [9.6259, 16.9766, 17.6319], [16.3270, 14.6168, 12.5053], [17.7802, 18.5024, 21.9436], [17.0474, 13.9257, 22.6953], [15.2302, 20.0392, 11.7224], [16.6867, 15.8903, 13.0918], [19.0336, 20.1531, 17.7479], [17.1835, 11.5710, 18.8672], [8.9860, 18.6598, 13.7549], [11.1640, 18.3639, 14.3766], [19.7367, 23.0493, 14.4193], [13.8163, 18.3426, 11.5694], [15.7405, 17.7372, 17.1956], [16.0742, 15.5628, 17.4999], [15.2388, 10.9221, 20.3585], [17.8491, 19.7084, 21.1618], [8.5632, 16.4414, 18.4961], [10.0437, 20.2008, 14.9023], [16.3812, 11.3639, 15.7049], [13.1563, 20.4550, 11.3054], [20.6267, 18.3284, 18.1935], [12.5544, 12.8577, 22.5682], [18.8168, 21.0510, 13.2222], [12.5948, 13.7775, 20.5074], [18.3523, 14.5921, 22.7592], [16.5350, 17.8112, 22.0691], [17.3326, 13.7568, 11.9629], [17.8925, 10.5526, 14.2629], [13.1161, 14.8983, 22.4485], [14.7281, 16.1495, 15.9379], [16.1485, 14.1372, 21.5804], [15.0962, 20.4843, 16.4825], [9.3408, 18.2326, 16.9674], [18.4041, 12.3768, 15.2903], [13.5499, 19.1393, 17.8657], [11.0688, 20.6515, 15.8065], [15.2285, 13.6355, 13.5561], [17.0884, 12.1385, 22.9456], [18.0277, 13.5201, 16.0483], [11.7716, 20.1489, 11.6233], [13.9020, 21.7283, 18.5516], [18.6791, 18.0105, 16.2518], [20.1531, 17.2983, 22.5080], [12.2345, 11.5571, 22.1859], [8.9150, 17.4087, 13.2062], [10.3021, 15.7672, 16.4884], [20.4706, 18.7169, 14.6799], [16.0966, 22.8546, 14.7121], [16.3449, 21.3378, 19.2492], [14.0813, 19.5032, 11.5006], [16.3206, 19.0446, 11.8675], [13.7682, 15.9461, 21.6277], [17.3921, 22.1391, 15.1690], [19.2395, 10.6861, 13.8123], [11.6026, 15.1724, 17.1816], [13.8803, 14.1080, 11.6327], [12.2308, 16.3251, 17.9135], [18.9946, 18.3694, 14.8360], [15.5870, 16.5855, 16.8691], [19.2652, 17.4565, 23.7775], [19.0999, 17.3870, 21.3506], [14.0935, 17.2579, 15.0931], [17.4811, 11.4512, 15.1575], [16.1854, 14.2970, 24.3052], [15.0784, 22.4012, 19.1823], [17.6017, 23.4326, 12.8636], [15.0546, 14.9292, 11.2068], [15.1866, 9.8764, 18.0049], [10.1475, 19.0172, 14.3767], [11.1491, 17.2147, 18.5835], [14.7424, 12.5069, 18.3286], [15.7745, 19.9835, 18.9918], [15.1783, 13.1269, 24.3639], [13.8196, 13.9625, 13.1103], [16.5459, 23.9799, 13.8233], [20.8691, 19.4796, 15.9042], [17.0080, 15.8139, 18.5434], [18.5356, 18.7459, 23.5699], [13.8807, 10.3816, 17.3059], [15.8210, 11.8587, 23.7845], [12.7156, 13.8627, 21.7197], [13.5034, 11.7476, 17.9822], [14.7237, 13.1285, 19.1812], [15.2053, 12.8198, 17.3699], [8.1609, 17.4261, 12.3742], [13.2060, 21.3811, 19.3977], [19.2890, 10.0557, 12.8756], [12.8290, 16.9500, 17.2841], [16.0708, 9.5538, 17.4125], [13.9598, 18.0995, 15.7485], [11.3589, 18.2407, 18.5379], [10.5343, 21.1558, 16.5731], [14.8492, 16.0080, 11.1927], [16.6927, 16.7013, 19.1264], [14.2386, 13.3337, 23.8419], [13.2089, 16.7626, 14.8167], [12.4609, 10.8840, 23.0447], [17.6769, 18.3101, 16.4770], [15.4322, 13.8103, 14.6059], [17.2445, 14.8569, 19.0595], [20.6519, 16.3311, 22.4354], [17.7093, 18.9261, 24.2251], [9.5512, 15.0374, 16.1464], [12.8867, 12.3781, 17.3441], [13.5412, 16.8693, 22.1430], [11.5210, 20.5810, 12.6227], [19.5165, 17.8627, 20.4296], [15.5465, 14.6016, 10.3131], [10.6852, 16.3892, 15.6745], [20.5514, 19.2807, 13.7991], [17.5651, 14.2652, 15.3635], [15.5615, 23.0055, 15.6323], [17.9985, 11.8508, 23.4427], [12.3195, 14.8882, 16.3784], [14.8628, 15.7580, 21.6392], [17.1819, 22.8729, 12.0148], [18.3851, 24.1761, 12.5330], [19.1659, 19.6355, 23.4480], [14.0753, 10.5107, 16.2289], [11.5062, 19.1191, 11.6501], [17.0387, 21.6324, 18.4627], [9.8084, 16.9794, 12.7316], [12.9694, 16.0521, 18.7257], [16.1597, 11.0961, 24.5278], [16.8539, 21.3282, 20.2303], [12.8241, 11.2027, 21.3080], [8.6526, 16.6581, 13.9697], [11.7049, 21.3368, 15.3073], [18.4526, 19.2526, 14.5153], [18.0062, 16.1426, 18.1572], [17.2900, 13.2682, 16.7978], [18.8893, 16.9169, 16.4364], [11.2783, 14.4134, 17.8821], [17.1084, 19.7271, 12.0923], [16.3601, 18.4931, 10.9401], [21.1445, 17.8383, 14.5286], [15.3333, 19.6043, 19.9118], [12.9488, 11.4921, 18.9518], [11.2060, 20.7307, 10.8303], [16.8451, 24.8150, 14.4535], [20.8826, 18.1181, 22.3292], [16.5259, 19.2696, 18.6300], [16.1539, 18.3240, 12.6783], [15.0160, 9.0040, 18.6864], [15.5331, 22.1536, 14.0683], [11.1484, 11.4615, 21.9714], [12.9685, 14.4681, 11.2171], [18.7665, 17.5891, 14.1119], [14.8580, 22.6985, 20.1762], [13.2904, 22.3042, 17.8607], [18.6210, 16.4050, 21.1324], [16.8930, 14.3209, 25.0870], [15.6970, 15.2915, 24.2766], [20.8167, 20.5445, 15.7123], [18.8669, 13.9578, 16.5985], [18.5443, 16.6096, 23.8071], [14.9176, 13.0433, 25.4107], [13.1352, 13.2242, 13.4758], [10.9386, 16.9506, 19.6076], [13.3991, 14.8929, 13.5252], [11.6832, 19.9488, 16.3061], [17.9164, 22.6783, 16.0158], [14.0254, 13.1046, 11.2650], [19.7487, 17.3737, 24.7057], [15.0208, 11.1651, 23.2464], [13.4284, 15.8378, 20.6183], [13.1328, 9.6305, 17.4553], [15.7305, 24.4103, 13.2507], [19.4202, 11.6905, 13.5055], [15.4516, 12.5844, 13.3633], [17.0812, 11.7640, 21.9452], [17.1803, 21.0982, 15.3335], [19.8394, 10.3461, 14.7165], [15.4161, 23.2652, 18.6235], [14.6897, 17.4087, 14.2367], [21.8527, 19.1739, 16.2490]],
  "atomic_forces_ev_per_a": [[-1.7, 0.1, 2.3], [2.5, -0.6, -1.7], [-0.6, 2.4, -0.3], [2.1, 0.6, -0.9], [-0.8, 0.2, 1.8], [-1.7, 0.6, -0.6], [2.4, -0.3, -0.2], [0.5, 0.8, 1.9], [1.8, -0.1, 0.1], [0.1, -0.3, 0.4], [0.3, -0.9, -0.5], [-2.1, -0.6, 0.6], [1.2, 2.2, 1.0], [-0.2, -0.5, -0.1], [0.1, 0.0, -0.7], [-0.1, -1.8, -0.2], [0.6, -0.2, -0.5], [1.0, -1.8, 0.3], [0.0, 0.3, 1.0], [-0.2, 0.3, 0.2], [1.3, 0.1, -1.2], [-0.5, 0.6, 0.4], [1.8, 0.5, -0.9], [-0.2, 0.1, 0.2], [0.0, -1.2, 0.7], [0.0, 0.5, 1.2], [0.5, -0.5, -1.0], [0.0, 0.3, 1.2], [-0.9, -0.9, -0.6], [-1.0, -0.5, 0.2], [0.9, -0.4, -0.1], [-1.0, 0.0, 0.2], [0.3, 0.7, -1.2], [0.4, 1.2, -0.9], [0.4, 0.1, 0.1], [-0.8, 0.3, 1.2], [0.0, -0.3, -0.5], [0.1, 1.0, 1.0], [-1.6, -0.5, 0.1], [-0.7, 0.3, -0.2], [0.2, 0.0, 0.5], [-0.7, 1.1, 0.1], [-0.8, 1.2, 0.2], [-0.3, 2.4, -0.5], [-1.9, -1.0, 1.3], [0.6, -1.6, 0.2], [-1.1, 0.1, -0.7], [-0.5, -1.7, -0.8], [-0.7, -2.6, -1.5], [1.1, -0.3, 0.0], [0.3, -1.7, 0.4], [1.0, -2.0, -0.6], [-1.0, 1.8, 0.1], [-2.3, 0.5, 0.8], [-1.2, 0.6, 0.3], [0.8, -0.7, 1.2], [0.6, 1.1, 0.1], [0.3, -1.8, -0.1], [-1.1, 0.7, -1.0], [-0.2, -1.2, -0.9], [0.7, 1.0, 2.3], [0.4, 0.0, -1.3], [-2.0, 1.0, -0.2], [-0.1, -0.9, -1.2], [0.1, -0.1, -0.6], [0.9, -1.8, 2.1], [-1.6, -1.1, -0.1], [-1.5, -0.1, -2.5], [2.5, -0.9, -0.4], [1.6, 0.9, -0.5], [1.0, 0.8, 1.1], [0.6, -0.9, 0.3], [0.3, -1.1, -0.6], [-0.3, -1.7, -0.6], [1.0, -1.4, -1.2], [0.6, -0.5, 0.1], [0.1, 0.5, 0.4], [-0.1, 1.5, 1.2], [-0.5, 1.2, 0.1], [0.7, 0.2, 0.0], [1.7, 0.7, 0.3], [-0.6, 0.5, -0.8], [1.6, 0.7, -0.1], [-0.9, -3.2, -0.4], [0.4, -0.8, -1.1], [-1.7, -1.1, 1.3], [-0.6, 1.7, 0.4], [0.1, 0.4, 1.0], [0.4, 0.1, 1.1], [0.8, 0.2, -1.4], [0.3, 0.3, 1.4], [0.0, 0.3, -0.7], [-0.9, 0.6, -0.2], [-0.1, 0.4, -0.2], [0.4, 1.4, -0.2], [-0.5, 0.6, 0.6], [0.1, -0.2, 0.0], [-0.2, -1.0, 0.3], [0.6, 0.3, 0.1], [-1.4, -0.1, -0.4], [-0.1, 0.7, -0.5], [-0.5, -0.2, 0.6], [0.0, 0.3, 0.1], [-0.9, 0.8, 0.0], [0.0, 0.1, 0.2], [-0.4, 0.2, 0.6], [0.3, 0.4, 0.3], [-0.3, -0.2, 0.1], [-0.1, 0.2, -0.3], [0.4, -0.2, -0.8], [-0.4, -0.5, 0.6], [0.0, -0.1, -0.6], [-0.4, 0.0, -0.2], [0.3, 1.0, -1.1], [0.5, -0.3, 0.4], [-0.6, 0.8, 0.0], [0.3, 0.1, 0.2], [-0.6, -0.6, 0.7], [-0.9, 0.2, 0.1], [0.1, 0.2, 0.3], [-1.2, -0.5, 0.0], [0.0, -0.3, 0.3], [-0.1, 0.0, 0.4], [0.2, -0.9, -0.3], [0.1, -0.2, 0.1], [0.3, 0.8, 0.2], [-0.9, -0.3, -1.0], [-0.2, 1.0, 0.1], [-0.4, 0.3, -0.7], [-0.4, 0.4, 0.6], [-0.3, 0.3, -0.2], [0.6, 0.7, -0.7], [-0.3, 0.1, 0.2], [-0.8, -0.3, -0.2], [-0.1, -0.3, 0.1], [-0.3, 1.1, 0.0], [0.4, -0.6, -0.1], [1.1, -0.2, -0.1], [0.5, 0.0, -0.2], [-0.7, 0.3, 0.3], [-0.3, -0.3, -0.1], [0.5, 0.6, -1.4], [0.4, -0.9, 1.0], [0.8, 0.1, -0.1], [-0.4, -0.5, 0.6], [-0.4, 0.3, 0.0], [-0.2, 0.4, -0.1], [-0.1, 1.0, -0.3], [0.0, 0.1, 0.5], [0.6, 0.1, 0.0], [-0.7, 0.4, -0.3], [-0.4, -0.2, 0.2], [-0.3, 0.4, 0.8], [0.2, 0.0, -0.2], [0.4, 0.7, 0.2], [1.0, -0.3, 0.8], [0.3, -0.5, -0.4], [-0.1, 0.3, 0.4], [0.2, -0.3, -0.6], [0.3, 0.5, -0.3], [-0.2, -0.5, 0.3], [-0.4, -0.8, -0.2], [-0.2, -0.3, 0.3], [0.6, 0.0, 0.2], [0.3, -1.5, -0.1], [-0.9, -0.9, -0.6], [0.0, -0.5, -0.6], [1.1, 0.3, 1.2], [1.6, 1.9, 0.5], [-0.4, 0.4, -0.3], [-0.6, -0.2, 0.0], [-0.3, -0.1, -0.2], [0.5, 0.6, 0.0], [0.1, 0.1, -0.2], [-0.2, -0.5, -0.6], [0.3, -0.4, 0.5], [0.0, 0.4, -1.7], [0.0, 0.2, -0.1], [0.9, 0.4, -0.8], [0.1, 0.4, 0.1]],
  "lowdin_charge": [0.67, 0.68, 0.69, 0.68, 0.71, 0.68, 0.67, 0.73, 0.03, -0.33, -0.32, -0.35, 0.01, 0.09, -0.32, 0.12, 0.06, 0.00, -0.33, -0.32, -0.34, 0.03, 0.08, 0.00, -0.32, -0.03, -0.34, 0.10, -0.35, -0.32, -0.32, 0.00, 0.00, -0.02, -0.32, -0.31, -0.31, -0.01, -0.32, -0.01, -0.21, -0.20, -0.01, -0.01, -0.24, -0.21, -0.17, -0.06, -0.10, -0.20, -0.22, -0.21, -0.17, -0.67, 0.04, 0.02, -0.21, -0.03, -0.18, -0.24, -0.21, -0.22, -0.62, -0.23, -0.21, 0.07, -0.58, -0.17, -0.17, -0.22, -0.18, -0.22, -0.64, -0.18, -0.24, -0.27, -0.21, -0.22, -0.23, -0.22, -0.02, -0.22, -0.17, -0.20, -0.59, -0.21, 0.08, 0.11, 0.11, 0.13, 0.12, 0.06, 0.10, 0.06, 0.06, 0.09, 0.09, 0.10, 0.08, 0.05, 0.10, 0.07, 0.08, 0.11, 0.11, 0.10, 0.11, 0.10, 0.10, 0.09, 0.09, 0.09, 0.07, 0.08, 0.10, 0.10, 0.10, 0.11, 0.06, 0.11, 0.12, 0.11, 0.10, 0.07, 0.09, 0.09, 0.12, 0.11, 0.09, 0.08, 0.09, 0.09, 0.08, 0.08, 0.06, 0.12, 0.11, 0.06, 0.10, 0.13, 0.11, 0.12, 0.12, 0.12, 0.12, 0.09, 0.07, 0.11, 0.12, 0.11, 0.11, 0.12, 0.09, 0.10, 0.08, 0.08, 0.11, 0.10, 0.11, 0.10, 0.11, 0.12, 0.10, 0.11, 0.06, 0.13, 0.12, 0.10, 0.14, 0.05, 0.10, 0.11, 0.08, 0.11, 0.07, 0.07, 0.13, 0.10, 0.06, 0.10]
}